C41H56B2ClN11O4Ru | ωB97M-V with the def2-TZVPD basis set

The geometry in XYZ format:
```
116
Properties=species:S:1:pos:R:3:mulliken_charge:R:1
Ru 15.6858 12.4363 13.0623 0.6841
C 16.6976 8.5854 14.8539 -1.2195
C 15.7610 9.5647 14.6272 -0.6298
N 16.4253 10.7817 14.2711 0.7746
N 17.8041 10.4565 14.3025 -0.6169
C 17.9570 9.1852 14.6188 -0.1630
B 18.8611 11.5383 13.8096 -0.3713
N 18.2835 12.8411 14.3914 0.7055
C 18.9851 13.8693 14.7579 -0.1292
C 18.1262 14.8992 15.2285 -1.6540
C 16.8743 14.4170 15.1347 -0.7302
N 16.8856 13.1022 14.5950 0.4814
N 18.5657 11.6516 12.2543 0.1133
C 19.4082 12.0172 11.2984 -0.1326
C 18.7610 12.4287 10.0956 -1.1082
C 17.4137 12.2573 10.4255 -0.2266
N 17.2898 11.9325 11.7587 0.2660
H 16.4786 7.5239 15.0901 0.4592
H 14.7008 9.7203 14.7716 0.5064
H 18.9168 8.6977 14.7711 0.4826
H 19.9909 11.3230 14.0870 -0.0199
H 20.0685 13.7904 14.6345 0.5265
H 18.4014 15.8284 15.6121 0.7392
H 15.9284 14.8443 15.3395 0.6590
H 20.4994 11.8943 11.4317 0.4364
H 19.1617 12.9120 9.1761 0.4132
H 16.4999 12.2523 9.8015 0.3753
C 17.5490 15.7246 10.9483 -0.7001
N 16.2492 15.2937 10.4099 0.4336
C 15.9302 15.5758 9.0024 -0.7529
C 14.7020 14.8646 8.5100 -0.5185
C 13.5404 15.2286 9.4214 -0.8155
N 13.9456 15.0623 10.8314 0.3129
C 12.9091 15.0167 11.8199 -1.0199
C 15.2186 14.8630 11.2173 0.4398
O 15.4609 14.5346 12.4279 -1.0384
H 18.2230 15.8389 10.0659 0.3128
H 17.9363 14.9099 11.5269 0.0728
H 17.5110 16.7287 11.4561 0.2657
H 16.8134 15.2399 8.4533 0.5029
H 15.8351 16.6781 8.8674 0.3500
H 14.8446 13.7583 8.5469 0.0851
H 14.4501 15.0559 7.4699 0.4224
H 12.6783 14.6423 9.1751 0.4550
H 13.1986 16.2627 9.2432 0.3331
H 12.2872 14.1162 11.7175 0.1827
H 12.1970 15.8720 11.7341 0.3647
H 13.3403 15.0737 12.8004 0.2845
C 15.2868 12.1397 22.3012 -1.8038
C 16.2373 12.8466 21.2996 2.0070
C 16.3798 14.3370 21.5770 -1.6956
C 17.6877 12.1423 21.4697 -1.7501
C 15.8586 12.7345 19.8171 0.2240
C 14.5054 12.7305 19.4946 -0.6003
C 14.0850 12.5600 18.1788 -1.5456
C 15.0342 12.1728 17.2550 0.3644
O 14.9533 11.9439 15.8793 -0.8275
B 16.2749 11.8132 15.4087 3.1521
O 17.1380 11.6677 16.6046 -0.7948
C 16.3869 12.0994 17.6171 0.3657
C 16.8679 12.5513 18.8181 -0.8496
H 15.6663 12.2994 23.3177 0.4597
H 15.1358 11.0835 22.0858 0.3843
H 14.3339 12.6189 22.2254 0.4500
H 16.9970 14.5800 22.4529 0.4000
H 15.3924 14.6657 21.7411 0.4556
H 16.7017 14.9079 20.7322 0.3601
H 17.9065 11.9616 22.5079 0.4396
H 18.4623 12.8089 21.0591 0.3382
H 17.7283 11.2433 20.8846 0.4626
H 13.7861 12.8026 20.2967 0.3513
H 13.0027 12.6940 17.9037 0.3799
H 17.9614 12.6065 19.0150 0.3799
C 10.9210 6.0790 11.1745 -1.8011
C 10.1044 7.1467 10.4969 1.9260
C 8.6384 6.7591 10.7287 -1.7957
C 10.4464 7.1979 8.9794 -1.8144
C 10.4271 8.5650 11.0402 1.7545
O 10.3453 8.5050 12.4246 -0.6968
C 9.3427 9.6052 10.5097 -1.6365
C 9.7386 11.1361 10.5538 0.4430
C 8.6732 12.1456 11.0200 -0.2926
C 7.4604 12.3078 10.2887 -0.2415
C 6.4490 13.1773 10.6953 -0.7529
C 6.6561 13.9554 11.8687 0.4335
Cl 5.5450 15.1097 12.3210 -0.1950
C 7.8278 13.7609 12.6015 -0.9286
C 8.8020 12.8719 12.2190 0.0933
C 11.9355 8.9011 10.6843 -1.8174
N 12.6562 9.8721 11.5680 0.6473
C 13.8114 10.5306 11.4147 -0.5964
N 13.9129 11.4750 12.4041 0.7138
C 12.7392 11.3440 13.1136 -1.2654
N 11.9402 10.4221 12.6538 -0.7556
H 10.4214 5.1185 11.1391 0.4794
H 11.1489 6.2948 12.1961 0.3093
H 11.8411 5.8676 10.6364 0.3921
H 8.5328 5.7996 10.2715 0.5952
H 7.8674 7.4445 10.2890 0.2556
H 8.4493 6.5489 11.7618 0.4294
H 10.2288 6.1933 8.6181 0.5142
H 11.4891 7.4859 8.7744 0.3483
H 9.8558 7.9044 8.4612 0.3995
H 10.8205 9.3110 12.7826 0.6838
H 8.3937 9.3971 11.0757 0.5153
H 9.1518 9.3294 9.4633 0.2241
H 9.9957 11.4833 9.5176 0.3829
H 10.5530 11.3591 11.2292 -0.6302
H 7.3027 11.8105 9.2854 0.3063
H 5.5222 13.2843 10.1003 0.3720
H 7.9676 14.4551 13.4623 0.3008
H 9.6814 12.8068 12.8113 0.4968
H 12.1209 9.2922 9.6622 0.4913
H 12.5378 7.9994 10.8015 0.6728
H 14.5792 10.1905 10.7088 0.6249
H 12.4282 11.9415 13.9662 0.7137
```

The calculation puts the molar mass at 925.12 g/mol. The expectation value of S² is 6.01. Its spin multiplicity is 5. The total charge is +2. The strongest force on any atom comes out at 4.6 eV Å⁻¹. For the HOMO-LUMO gap (alpha / beta), the calculation gives 6.344 / 5.590 eV. As for the relative energy (zero: lowest compared OMol25 entry of this formula, charge and spin): 23.5 kcal/mol.